1.
C30H35AsGeN5O7Ru | ωB97M-V/def2-TZVPD

Each line ends with the Löwdin charge.
Element x y z (Å)
1 Ru 0.95 -1.36 -0.68  0.80
2 N 3.83 -1.07 -1.04  -0.02
3 C 4.13 0.22 -0.41  -0.26
4 C 3.08 1.25 -0.79  -0.23
5 N 1.77 0.82 -0.29  -0.02
6 H 4.46 -1.78 -0.69  0.06
7 H 3.96 -1.02 -2.04  0.07
8 H 5.12 0.61 -0.66  0.11
9 H 4.09 0.07 0.67  0.11
10 H 3.02 1.37 -1.87  0.10
11 H 3.38 2.21 -0.36  0.12
12 H 1.08 1.54 -0.49  0.02
13 H 1.82 0.76 0.73  0.04
14 O -1.92 -0.36 6.66  0.07
15 N -2.14 -1.11 5.73  -0.36
16 O -3.14 -1.81 5.63  0.07
17 C -1.14 -1.19 4.65  -0.14
18 C -0.05 -0.33 4.68  0.07
19 C 0.84 -0.31 3.65  -0.05
20 C 0.71 -1.21 2.51  -0.28
21 O 1.51 -1.24 1.56  -0.11
22 C -0.42 -2.14 2.60  -0.17
23 C -1.32 -2.08 3.64  0.07
24 N -0.66 -3.19 1.72  0.03
25 O 0.06 -3.29 0.76  -0.19
26 O -1.99 -1.54 -0.24  -0.08
27 N 1.88 0.72 3.75  -0.33
28 O 2.46 1.08 2.74  0.06
29 O 2.14 1.17 4.85  0.08
30 H 0.09 0.34 5.52  0.13
31 H -2.17 -2.76 3.64  0.14
32 C -1.11 -0.92 -0.81  -0.57
33 Ge -1.51 1.09 -0.96  1.04
34 C -0.64 1.91 -2.51  -0.29
35 C -1.07 3.17 -2.96  -0.13
36 C -0.48 3.77 -4.07  -0.08
37 C 0.54 3.12 -4.75  -0.09
38 C 0.98 1.88 -4.32  -0.09
39 C 0.39 1.28 -3.21  -0.13
40 C -3.45 1.10 -1.18  -0.26
41 C -4.26 0.54 -0.18  -0.11
42 C -5.64 0.54 -0.31  -0.08
43 C -6.24 1.09 -1.44  -0.09
44 C -5.45 1.63 -2.45  -0.09
45 C -4.06 1.63 -2.31  -0.11
46 C -1.07 2.20 0.60  -0.27
47 C -0.25 3.32 0.45  -0.13
48 C 0.05 4.13 1.53  -0.08
49 C -0.48 3.84 2.79  -0.08
50 C -1.31 2.74 2.94  -0.08
51 C -1.59 1.92 1.86  -0.09
52 H -0.59 -1.43 -1.79  0.07
53 H -1.85 3.69 -2.42  0.11
54 H -0.82 4.75 -4.39  0.11
55 H 0.98 3.58 -5.62  0.10
56 H 1.77 1.37 -4.86  0.10
57 H 0.74 0.31 -2.88  0.06
58 H -3.82 0.08 0.69  0.09
59 H -6.26 0.10 0.46  0.10
60 H -7.32 1.08 -1.55  0.10
61 H -5.91 2.04 -3.34  0.10
62 H -3.46 2.05 -3.11  0.08
63 H 0.14 3.58 -0.53  0.09
64 H 0.70 4.99 1.40  0.10
65 H -0.24 4.47 3.64  0.11
66 H -1.74 2.53 3.92  0.11
67 H -2.24 1.06 2.01  0.09
68 C 0.88 -5.22 -1.52  -0.29
69 As 1.97 -3.62 -1.29  1.03
70 C 3.31 -4.07 -2.63  -0.30
71 C 2.94 -4.09 0.34  -0.29
72 H 1.49 -6.10 -1.36  0.03
73 H 0.48 -5.24 -2.53  0.03
74 H 0.06 -5.19 -0.81  0.02
75 H 3.72 -5.04 -2.37  0.03
76 H 4.12 -3.34 -2.66  0.01
77 H 2.85 -4.12 -3.61  0.03
78 H 3.82 -4.69 0.11  0.03
79 H 2.27 -4.66 0.98  0.03
80 H 3.23 -3.19 0.87  0.00

Summary:
Max |F| ... 1.47 eV Å⁻¹
Multiplicity ... 2
ΔE to the lowest compared entry with this formula, charge and spin ... 2.650 eV
Gap between HOMO and LUMO (alpha / beta) ... 6.822 / 6.956 eV
Total charge ... 0

2.
C30H35BN4OPtS4Si | ωB97M-V/def2-TZVPD

Each line ends with the Löwdin charge.
Element x y z (Å)
1 Pt -2.29 -0.18 0.65  0.28
2 C -2.87 -3.43 -1.99  -0.10
3 N -2.04 -3.64 -0.84  -0.13
4 C -0.86 -4.32 -0.76  -0.08
5 C -0.48 -4.30 0.54  -0.09
6 N -1.41 -3.63 1.27  0.00
7 B -1.47 -3.61 2.82  -0.48
8 N -0.56 -2.47 3.35  0.02
9 C 0.70 -2.67 3.85  -0.08
10 C 1.20 -1.48 4.26  -0.09
11 N 0.24 -0.53 3.99  -0.12
12 C 0.31 0.88 4.24  -0.05
13 C -0.83 -1.16 3.43  -0.72
14 S -2.27 -0.33 3.19  0.59
15 C -2.34 -3.18 0.41  -0.78
16 S -3.78 -2.36 0.74  0.57
17 H -2.49 -4.02 -2.82  0.08
18 H -2.89 -2.37 -2.25  0.00
19 H -3.90 -3.73 -1.75  0.06
20 H -0.40 -4.76 -1.63  0.10
21 H 0.39 -4.73 1.00  0.11
22 H -2.58 -3.43 3.18  0.05
23 H -0.99 -4.65 3.20  0.06
24 H 1.12 -3.65 3.90  0.11
25 H 2.13 -1.23 4.73  0.11
26 H 1.33 1.17 4.46  0.09
27 H -0.35 1.14 5.07  0.08
28 H -0.04 1.41 3.35  0.06
29 S -2.11 -0.07 -1.77  0.66
30 C -3.14 1.27 -2.17  -0.67
31 C -3.32 1.53 -3.53  -0.16
32 C -4.10 2.58 -3.96  -0.15
33 C -4.72 3.41 -3.03  -0.15
34 C -4.55 3.16 -1.68  -0.17
35 C -3.77 2.10 -1.22  -0.73
36 S -3.63 1.89 0.50  0.48
37 H -2.82 0.88 -4.23  0.08
38 H -4.22 2.77 -5.03  0.08
39 H -5.32 4.25 -3.36  0.08
40 H -5.03 3.79 -0.95  0.08
41 C 2.83 -1.96 0.01  -0.11
42 C 3.02 -0.48 0.31  -0.59
43 C 4.19 0.04 -0.53  -0.10
44 C 3.35 -0.34 1.78  -0.10
45 Si 1.32 0.39 -0.04  0.39
46 O 0.18 -0.42 0.64  -0.38
47 C 1.40 2.20 0.62  -0.19
48 C 0.24 2.72 1.16  -0.10
49 C 0.19 3.98 1.73  -0.09
50 C 1.33 4.77 1.75  -0.12
51 C 2.50 4.29 1.19  -0.12
52 C 2.53 3.02 0.64  -0.12
53 C 1.25 0.55 -1.94  -0.23
54 C 1.46 1.75 -2.62  -0.09
55 C 1.37 1.83 -4.00  -0.11
56 C 1.05 0.71 -4.74  -0.12
57 C 0.81 -0.49 -4.09  -0.11
58 C 0.91 -0.56 -2.71  -0.16
59 H 3.68 -2.56 0.36  0.07
60 H 2.72 -2.12 -1.06  0.07
61 H 1.93 -2.31 0.49  0.06
62 H 5.08 -0.60 -0.41  0.07
63 H 4.47 1.04 -0.21  0.05
64 H 3.94 0.07 -1.59  0.07
65 H 4.25 -0.89 2.05  0.08
66 H 2.52 -0.72 2.37  0.04
67 H 3.49 0.71 2.05  0.07
68 H -0.66 2.11 1.14  0.05
69 H -0.73 4.35 2.16  0.10
70 H 1.30 5.76 2.19  0.09
71 H 3.39 4.90 1.19  0.09
72 H 3.45 2.67 0.20  0.08
73 H 1.71 2.64 -2.05  0.09
74 H 1.52 2.78 -4.50  0.09
75 H 0.96 0.77 -5.82  0.09
76 H 0.54 -1.37 -4.66  0.09
77 H 0.70 -1.49 -2.20  0.09

Summary:
Max |F| ... 2.20 eV Å⁻¹
Multiplicity ... 1
Gap between HOMO and LUMO ... 5.081 eV
Total charge ... -2

Which formula does entry 1 have? C30H35AsGeN5O7Ru

Look up the total charge of the second one. -2

Which of these has the lowest multiplicity? C30H35BN4OPtS4Si

Repeat the second record exactly.
C30H35BN4OPtS4Si | ωB97M-V/def2-TZVPD

Each line ends with the Löwdin charge.
Element x y z (Å)
1 Pt -2.29 -0.18 0.65  0.28
2 C -2.87 -3.43 -1.99  -0.10
3 N -2.04 -3.64 -0.84  -0.13
4 C -0.86 -4.32 -0.76  -0.08
5 C -0.48 -4.30 0.54  -0.09
6 N -1.41 -3.63 1.27  0.00
7 B -1.47 -3.61 2.82  -0.48
8 N -0.56 -2.47 3.35  0.02
9 C 0.70 -2.67 3.85  -0.08
10 C 1.20 -1.48 4.26  -0.09
11 N 0.24 -0.53 3.99  -0.12
12 C 0.31 0.88 4.24  -0.05
13 C -0.83 -1.16 3.43  -0.72
14 S -2.27 -0.33 3.19  0.59
15 C -2.34 -3.18 0.41  -0.78
16 S -3.78 -2.36 0.74  0.57
17 H -2.49 -4.02 -2.82  0.08
18 H -2.89 -2.37 -2.25  0.00
19 H -3.90 -3.73 -1.75  0.06
20 H -0.40 -4.76 -1.63  0.10
21 H 0.39 -4.73 1.00  0.11
22 H -2.58 -3.43 3.18  0.05
23 H -0.99 -4.65 3.20  0.06
24 H 1.12 -3.65 3.90  0.11
25 H 2.13 -1.23 4.73  0.11
26 H 1.33 1.17 4.46  0.09
27 H -0.35 1.14 5.07  0.08
28 H -0.04 1.41 3.35  0.06
29 S -2.11 -0.07 -1.77  0.66
30 C -3.14 1.27 -2.17  -0.67
31 C -3.32 1.53 -3.53  -0.16
32 C -4.10 2.58 -3.96  -0.15
33 C -4.72 3.41 -3.03  -0.15
34 C -4.55 3.16 -1.68  -0.17
35 C -3.77 2.10 -1.22  -0.73
36 S -3.63 1.89 0.50  0.48
37 H -2.82 0.88 -4.23  0.08
38 H -4.22 2.77 -5.03  0.08
39 H -5.32 4.25 -3.36  0.08
40 H -5.03 3.79 -0.95  0.08
41 C 2.83 -1.96 0.01  -0.11
42 C 3.02 -0.48 0.31  -0.59
43 C 4.19 0.04 -0.53  -0.10
44 C 3.35 -0.34 1.78  -0.10
45 Si 1.32 0.39 -0.04  0.39
46 O 0.18 -0.42 0.64  -0.38
47 C 1.40 2.20 0.62  -0.19
48 C 0.24 2.72 1.16  -0.10
49 C 0.19 3.98 1.73  -0.09
50 C 1.33 4.77 1.75  -0.12
51 C 2.50 4.29 1.19  -0.12
52 C 2.53 3.02 0.64  -0.12
53 C 1.25 0.55 -1.94  -0.23
54 C 1.46 1.75 -2.62  -0.09
55 C 1.37 1.83 -4.00  -0.11
56 C 1.05 0.71 -4.74  -0.12
57 C 0.81 -0.49 -4.09  -0.11
58 C 0.91 -0.56 -2.71  -0.16
59 H 3.68 -2.56 0.36  0.07
60 H 2.72 -2.12 -1.06  0.07
61 H 1.93 -2.31 0.49  0.06
62 H 5.08 -0.60 -0.41  0.07
63 H 4.47 1.04 -0.21  0.05
64 H 3.94 0.07 -1.59  0.07
65 H 4.25 -0.89 2.05  0.08
66 H 2.52 -0.72 2.37  0.04
67 H 3.49 0.71 2.05  0.07
68 H -0.66 2.11 1.14  0.05
69 H -0.73 4.35 2.16  0.10
70 H 1.30 5.76 2.19  0.09
71 H 3.39 4.90 1.19  0.09
72 H 3.45 2.67 0.20  0.08
73 H 1.71 2.64 -2.05  0.09
74 H 1.52 2.78 -4.50  0.09
75 H 0.96 0.77 -5.82  0.09
76 H 0.54 -1.37 -4.66  0.09
77 H 0.70 -1.49 -2.20  0.09

Summary:
Max |F| ... 2.20 eV Å⁻¹
Multiplicity ... 1
Gap between HOMO and LUMO ... 5.081 eV
Total charge ... -2